No. 1
Computed, not measured: a molecular structure, C17H29CuNO10, with the ωB97M-V functional and the def2-TZVPD basis.

HOMO-LUMO gap (spin up / spin down): 7.098 / 4.145 eV
⟨S²⟩: 0.776
2S+1: 2
Molar mass: 470.962 g mol⁻¹
HOMO (spin up / spin down): -7.119 / -6.130 eV
E_LUMO (spin up / spin down): 0.0 / -2.0 eV
E_tot: -3112.66309 a.u.

Cartesian coordinates (Å):
Cu1 -24.81 -4.43 -23.49
C1 -26.51 -1.26 -21.06
C2 -25.71 -2.03 -21.94
C3 -25.74 -1.62 -23.46
O1 -25.10 -2.35 -24.22
C4 -26.47 -0.46 -23.87
C5 -27.20 0.26 -22.94
C6 -27.25 -0.14 -21.48
O2 -27.92 0.51 -20.68
O3 -27.84 1.25 -23.34
O4 -25.12 -3.08 -21.70
H1 -26.50 -1.49 -20.00
H2 -26.47 -0.14 -24.91
C7 -26.55 -2.56 -27.37
C8 -27.64 -3.49 -26.89
O5 -27.35 -4.85 -27.10
C9 -26.52 -5.47 -26.25
O6 -26.06 -4.96 -25.29
O7 -26.34 -6.73 -26.61
C10 -26.89 -7.23 -27.82
H3 -25.53 -2.78 -27.04
H4 -26.67 -1.50 -27.11
H5 -26.48 -2.56 -28.47
H6 -28.57 -3.32 -27.43
H7 -27.79 -3.25 -25.83
H8 -26.44 -8.20 -28.01
H9 -26.78 -6.56 -28.67
H10 -27.96 -7.40 -27.67
C11 -28.13 -4.30 -22.39
O8 -26.92 -4.97 -22.68
C12 -26.85 -6.18 -21.95
C13 -25.78 -7.07 -22.60
N1 -24.42 -6.52 -22.66
C14 -23.80 -6.26 -21.35
C15 -22.48 -5.51 -21.57
O9 -22.76 -4.36 -22.34
C16 -21.61 -3.64 -22.71
H11 -28.22 -3.94 -21.37
H12 -29.01 -4.92 -22.62
H13 -28.22 -3.52 -23.16
H14 -27.78 -6.75 -21.90
H15 -26.56 -5.99 -20.91
H16 -26.09 -7.30 -23.62
H17 -25.85 -8.08 -22.15
H18 -23.87 -7.28 -23.04
H19 -23.57 -7.24 -20.91
H20 -24.44 -5.70 -20.68
H21 -21.75 -6.15 -22.07
H22 -22.08 -5.19 -20.61
H23 -20.98 -4.16 -23.44
H24 -20.98 -3.36 -21.85
H25 -21.97 -2.69 -23.11
C17 -23.06 -6.04 -25.77
O10 -23.20 -4.76 -25.18
H26 -22.12 -6.49 -25.42
H27 -23.85 -6.75 -25.55
H28 -22.95 -5.96 -26.86
H29 -22.52 -4.20 -25.57

Löwdin population analysis, charges in e, atoms 1 to 2: number 1, Cu, carries 0.474; number 2, C, carries 0.040

No. 2
Computed, not measured: a molecular structure, C17H29HgN3NbOSe, with the ωB97M-V functional and the def2-TZVPD basis.

HOMO-LUMO gap (spin up / spin down): 6.712 / 4.870 eV
Total charge: +2
⟨S²⟩: 0.754
2S+1: 2
Molar mass: 663.895 g mol⁻¹
HOMO (spin up / spin down): -15.101 / -15.023 eV
E_LUMO (spin up / spin down): -8.4 / -10.2 eV
E_tot: -3515.88318 a.u.

Cartesian coordinates (Å):
N1 -1.87 -0.62 -0.02
C1 -2.96 -1.00 0.42
O1 -4.05 -0.86 0.97
Hg1 -2.58 1.84 1.61
Nb1 0.20 -0.05 0.02
N2 0.29 1.74 -0.97
N3 0.88 -1.53 -1.10
C2 -0.33 2.52 -2.06
C3 0.23 -2.49 -1.98
C4 -0.05 4.01 -1.89
C5 0.21 2.03 -3.40
C6 -1.85 2.30 -2.03
C7 -0.47 -3.54 -1.12
C8 1.25 -3.15 -2.90
C9 -0.80 -1.75 -2.83
H1 -0.36 4.36 -0.90
H2 -0.60 4.58 -2.63
H3 1.02 4.24 -2.02
H4 1.31 2.10 -3.44
H5 -0.20 2.61 -4.21
H6 -0.05 0.98 -3.57
H7 -2.10 1.24 -2.05
H8 -2.30 2.79 -2.87
H9 -2.28 2.72 -1.10
H10 0.24 -4.01 -0.42
H11 -0.89 -4.32 -1.75
H12 -1.27 -3.10 -0.53
H13 1.97 -3.77 -2.35
H14 1.81 -2.40 -3.47
H15 0.74 -3.79 -3.61
H16 -1.33 -2.47 -3.45
H17 -0.30 -1.04 -3.49
H18 -1.53 -1.23 -2.21
C10 1.68 2.06 -0.66
H19 2.11 1.31 0.09
H20 2.33 2.04 -1.56
H21 1.80 3.06 -0.19
C11 2.24 -1.81 -0.64
H22 2.56 -1.08 0.16
H23 2.31 -2.82 -0.20
H24 2.96 -1.72 -1.46
Se1 0.68 -0.54 2.39
C12 -0.80 0.31 3.43
C13 -1.90 -0.45 3.80
C14 -2.97 0.18 4.51
C15 -2.88 1.56 4.82
C16 -1.75 2.33 4.42
C17 -0.70 1.68 3.69
H25 -1.96 -1.52 3.56
H26 -3.81 -0.40 4.82
H27 -3.66 2.03 5.37
H28 -1.67 3.36 4.66
H29 0.19 2.25 3.38

Löwdin population analysis, charges in e, atoms 1 to 2: number 1, N, carries -0.099; number 2, C, carries -0.399

No. 3
Computed, not measured: 2 unconnected molecules or ions with the total composition C17H29N2O3PS2, with the ωB97M-V functional and the def2-TZVPD basis.

HOMO-LUMO gap: 7.286 eV
Molar mass: 404.538 g mol⁻¹
HOMO: -8.625 eV
E_LUMO: -1.3 eV
Structure (SMILES): C#C[PH](CCC)(CCCSC(=S)n1ccnc1)CC(=O)O.CC(C)O
E_tot: -2137.95276 a.u.

Cartesian coordinates (Å):
C1 2.89 -1.09 2.49
C2 2.50 -0.66 1.44
P1 1.92 -0.18 -0.21
C3 3.25 -0.06 -1.49
C4 2.78 0.48 -2.85
C5 3.72 0.00 -3.98
C6 2.04 1.67 0.28
C7 1.13 2.58 -0.59
C8 -0.07 3.12 0.18
S1 -1.47 2.02 0.44
C9 -2.05 1.65 -1.20
S2 -2.40 2.79 -2.27
N1 -2.19 0.28 -1.49
C10 -1.46 -0.44 -2.41
C11 -1.92 -1.72 -2.33
N2 -2.93 -1.81 -1.41
C12 -3.07 -0.60 -0.92
C13 1.62 -2.02 -0.60
C14 0.46 -2.65 0.15
O1 0.21 -3.81 0.04
O2 -0.30 -1.88 0.99
H1 3.41 -1.61 3.25
H2 0.55 0.06 -0.54
H3 3.74 -1.02 -1.61
H4 4.03 0.61 -1.12
H5 1.78 0.12 -3.08
H6 2.81 1.56 -2.82
H7 4.44 0.77 -4.25
H8 4.29 -0.87 -3.69
H9 3.15 -0.25 -4.87
H10 3.07 2.02 0.28
H11 1.66 1.77 1.29
H12 1.72 3.45 -0.86
H13 0.85 2.09 -1.53
H14 0.28 3.40 1.17
H15 -0.41 4.04 -0.30
H16 -0.71 0.03 -3.02
H17 -1.54 -2.54 -2.92
H18 -3.79 -0.39 -0.14
H19 1.37 -2.14 -1.66
H20 2.50 -2.61 -0.37
H21 -0.80 -1.21 0.51
C15 -3.12 0.29 4.61
C16 -3.63 -0.47 3.40
C17 -2.60 -1.46 2.88
O3 -3.98 0.45 2.36
H22 -2.22 0.86 4.35
H23 -3.87 1.00 4.96
H24 -2.87 -0.39 5.43
H25 -4.55 -1.00 3.66
H26 -1.69 -0.94 2.58
H27 -2.98 -1.99 2.01
H28 -2.34 -2.20 3.64
H29 -3.18 0.93 2.11

Löwdin population analysis, charges in e, atoms 1 to 2: number 1, C, carries 0.091; number 2, C, carries -0.210

No. 4
Computed, not measured: 2 unconnected molecules or ions with the total composition C17H29N2O8, with the ωB97M-V functional and the def2-TZVPD basis.

HOMO-LUMO gap: 5.123 eV
Total charge: -1
Molar mass: 389.425 g mol⁻¹
HOMO: -2.921 eV
E_LUMO: 2.2 eV
E_tot: -1376.61969 a.u.

Cartesian coordinates (Å):
C1 0.61 4.35 2.03
C2 1.86 3.73 1.43
C3 1.92 4.08 -0.05
C4 3.09 4.28 2.14
O1 1.87 2.26 1.63
C5 0.93 1.52 0.99
N1 1.22 0.13 1.25
N2 0.99 -0.81 0.47
C6 1.46 -2.15 0.97
O2 1.39 -2.48 2.13
O3 1.91 -2.87 -0.08
C7 2.31 -4.28 0.20
C8 1.14 -5.07 0.74
C9 3.43 -4.38 1.22
C10 2.76 -4.84 -1.15
O4 -0.05 1.94 0.41
H1 0.58 4.17 3.11
H2 0.60 5.43 1.85
H3 -0.27 3.90 1.56
H4 2.85 3.70 -0.49
H5 1.07 3.65 -0.57
H6 1.91 5.18 -0.18
H7 4.02 3.87 1.72
H8 3.14 5.38 2.06
H9 3.09 4.03 3.21
H10 0.30 -5.06 0.03
H11 1.45 -6.11 0.89
H12 0.82 -4.64 1.69
H13 4.32 -3.80 0.92
H14 3.08 -4.03 2.20
H15 3.73 -5.44 1.30
H16 3.61 -4.27 -1.56
H17 3.08 -5.89 -1.03
H18 1.94 -4.81 -1.87
H19 -3.66 0.80 -0.58
C11 -2.79 0.45 -1.11
C12 -2.49 -0.94 -1.03
O5 -1.46 -1.54 -1.31
O6 -3.59 -1.60 -0.50
C13 -3.38 -3.01 -0.31
C14 -4.69 -3.66 0.10
C15 -2.04 1.42 -1.85
O7 -0.99 1.31 -2.46
O8 -2.73 2.63 -1.80
C16 -2.05 3.71 -2.46
C17 -2.98 4.90 -2.56
H20 -3.03 -3.45 -1.26
H21 -2.63 -3.16 0.49
H22 -4.51 -4.70 0.38
H23 -5.16 -3.15 0.95
H24 -5.41 -3.66 -0.72
H25 -1.16 3.98 -1.86
H26 -1.75 3.38 -3.47
H27 -2.42 5.77 -2.89
H28 -3.78 4.71 -3.30
H29 -3.47 5.13 -1.60

Löwdin population analysis, charges in e, atoms 1 to 2: number 1, C, carries -0.032; number 2, C, carries -0.567

No. 5
Computed, not measured: C17H29N3O2S in the gas phase, with the ωB97M-V functional and the def2-TZVPD basis.

HOMO-LUMO gap: 8.154 eV
Molar mass: 339.505 g mol⁻¹
HOMO: -8.000 eV
E_LUMO: 0.2 eV
Relative energy (zero: lowest compared OMol25 entry of this formula, charge and spin): 0.0635 eV
Structure (SMILES): CCCCN(CCCC)CCNC(=O)CNC(=O)c1cccs1
E_tot: -1378.14368 a.u.

Cartesian coordinates (Å):
C1 -1.05 -4.46 -1.07
C2 -0.66 -2.99 -1.19
C3 -0.85 -2.26 0.14
C4 -0.60 -0.74 0.07
N1 0.74 -0.29 -0.21
C5 1.75 -0.78 0.71
C6 2.94 0.17 0.84
C7 3.79 -0.17 2.06
C8 4.99 0.77 2.18
C9 1.14 -0.23 -1.60
C10 1.55 1.20 -2.01
N2 0.52 2.15 -1.70
C11 0.61 3.00 -0.67
O1 1.61 3.20 -0.01
C12 -0.70 3.76 -0.41
N3 -1.69 2.90 0.19
C13 -2.45 2.07 -0.55
O2 -2.38 2.01 -1.77
C14 -3.39 1.22 0.19
C15 -4.28 0.34 -0.37
C16 -5.03 -0.37 0.59
C17 -4.71 -0.02 1.86
S1 -3.49 1.18 1.92
H1 -2.09 -4.56 -0.79
H2 -0.44 -4.95 -0.32
H3 -0.90 -4.97 -2.02
H4 -1.28 -2.51 -1.95
H5 0.38 -2.91 -1.50
H6 -1.88 -2.40 0.48
H7 -0.20 -2.70 0.89
H8 -0.89 -0.31 1.04
H9 -1.26 -0.31 -0.69
H10 1.27 -0.87 1.69
H11 2.11 -1.78 0.42
H12 2.57 1.19 0.93
H13 3.56 0.10 -0.05
H14 3.18 -0.09 2.97
H15 4.14 -1.20 1.99
H16 5.57 0.55 3.07
H17 4.65 1.80 2.24
H18 5.63 0.68 1.32
H19 1.98 -0.91 -1.81
H20 0.30 -0.52 -2.23
H21 1.76 1.22 -3.08
H22 2.44 1.52 -1.47
H23 -0.40 2.00 -2.11
H24 -0.50 4.60 0.27
H25 -1.10 4.14 -1.36
H26 -1.68 2.80 1.19
H27 -4.37 0.22 -1.43
H28 -5.78 -1.10 0.34
H29 -5.12 -0.40 2.78

Löwdin population analysis, charges in e, atoms 1 to 2: number 1, C, carries -0.115; number 2, C, carries -0.271

No. 6
Computed, not measured: C17H29NO2 in the gas phase, with the ωB97M-V functional and the def2-TZVPD basis.

HOMO-LUMO gap: 9.555 eV
Molar mass: 279.424 g mol⁻¹
HOMO: -8.711 eV
E_LUMO: 0.8 eV
Relative energy (zero: lowest compared OMol25 entry of this formula, charge and spin): 0.0676 eV
Structure (SMILES): CCCCCCCCCCCNC(=O)c1ccoc1C
E_tot: -870.41970 a.u.

Cartesian coordinates (Å):
C1 5.27 2.05 6.06
C2 5.17 1.44 4.67
C3 3.75 1.54 4.11
C4 3.64 0.93 2.72
C5 2.23 1.03 2.15
C6 2.12 0.39 0.77
C7 0.76 0.59 0.11
C8 -0.42 -0.03 0.86
C9 -0.28 -1.55 1.04
C10 -1.60 -2.24 1.41
C11 -2.36 -2.74 0.18
N1 -2.70 -1.69 -0.75
C12 -1.98 -1.45 -1.87
O1 -1.09 -2.19 -2.25
C13 -2.37 -0.22 -2.59
C14 -3.55 0.56 -2.45
C15 -3.43 1.59 -3.33
O2 -2.26 1.51 -3.99
C16 -1.62 0.41 -3.55
C17 -0.28 0.08 -4.12
H1 6.29 1.97 6.45
H2 4.60 1.55 6.75
H3 5.00 3.11 6.04
H4 5.46 0.39 4.72
H5 5.86 1.95 4.00
H6 3.06 1.04 4.78
H7 3.46 2.60 4.06
H8 3.93 -0.12 2.76
H9 4.34 1.43 2.04
H10 1.54 0.54 2.84
H11 1.94 2.09 2.09
H12 2.34 -0.67 0.84
H13 2.88 0.84 0.12
H14 0.79 0.15 -0.89
H15 0.57 1.66 -0.01
H16 -1.33 0.19 0.29
H17 -0.53 0.44 1.84
H18 0.46 -1.74 1.81
H19 0.10 -1.98 0.11
H20 -1.40 -3.10 2.04
H21 -2.23 -1.55 1.97
H22 -1.73 -3.45 -0.38
H23 -3.28 -3.25 0.49
H24 -3.36 -1.00 -0.43
H25 -4.40 0.38 -1.82
H26 -4.07 2.41 -3.57
H27 0.44 0.86 -3.85
H28 -0.34 0.03 -5.20
H29 0.04 -0.87 -3.72

Löwdin population analysis, charges in e, atoms 1 to 2: number 1, C, carries -0.122; number 2, C, carries -0.281

No. 7
Computed, not measured: a molecular structure, C17H30F3NO3P2W, with the ωB97M-V functional and the def2-TZVPD basis.

HOMO-LUMO gap (spin up / spin down): 6.177 / 6.224 eV
Total charge: +2
Molar mass: 599.213 g mol⁻¹
HOMO (spin up / spin down): -15.250 / -15.323 eV
E_LUMO (spin up / spin down): -9.1 / -9.1 eV
E_tot: -1994.92699 a.u.

Cartesian coordinates (Å):
W1 -0.02 0.92 -0.06
P1 -2.30 -0.13 -0.95
P2 2.19 0.86 1.16
N1 0.79 -0.07 -1.43
H1 -0.93 -0.61 0.23
C1 -3.04 0.93 -2.26
H2 -4.00 0.46 -2.54
H3 -2.36 0.99 -3.12
H4 -3.22 1.95 -1.87
C2 -3.68 -0.53 0.18
H5 -4.57 -0.78 -0.42
H6 -3.88 0.33 0.84
H7 -3.37 -1.38 0.80
C3 -1.94 -1.74 -1.75
H8 -2.90 -2.13 -2.14
H9 -1.54 -2.39 -0.94
H10 -1.19 -1.60 -2.54
C4 3.27 2.34 0.86
H11 4.24 2.15 1.35
H12 2.80 3.23 1.30
H13 3.40 2.47 -0.22
C5 2.22 0.80 2.99
H14 3.28 0.89 3.29
H15 1.77 -0.15 3.30
H16 1.63 1.65 3.36
C6 3.23 -0.56 0.63
H17 4.20 -0.46 1.14
H18 3.34 -0.56 -0.46
H19 2.73 -1.48 0.97
C7 1.33 -0.89 -2.33
C8 2.43 -1.24 -4.49
C9 1.75 -0.41 -3.61
C10 1.58 -2.28 -2.05
C11 2.28 -3.07 -2.95
C12 2.70 -2.58 -4.18
H20 2.77 -0.86 -5.45
H21 1.57 0.64 -3.87
H22 1.25 -2.71 -1.10
H23 2.50 -4.10 -2.69
H24 3.26 -3.21 -4.88
C13 -0.79 2.87 1.18
O1 0.40 3.33 0.98
C14 -1.99 3.42 0.38
H25 -2.93 3.04 0.83
H26 -1.97 3.18 -0.70
H27 -2.10 4.53 0.41
C15 -1.24 2.50 2.62
H28 -0.75 3.14 3.39
H29 -1.09 1.43 2.83
H30 -2.33 2.65 2.63
F1 -1.63 -3.72 3.34
C16 -1.46 -2.39 3.54
F2 -2.69 -1.89 3.90
F3 -0.63 -2.19 4.62
C17 -0.92 -1.70 2.27
O2 -1.14 -2.26 1.17
O3 -0.31 -0.60 2.48

Löwdin population analysis, charges in e, atoms 1 to 2: number 1, W, carries 1.287; number 2, P, carries 0.771

No. 8
Computed, not measured: 2 unconnected molecules or ions with the total composition C17H30F4N2O2, with the ωB97M-V functional and the def2-TZVPD basis.

HOMO-LUMO gap: 4.753 eV
Molar mass: 370.431 g mol⁻¹
HOMO: -5.608 eV
E_LUMO: -0.9 eV
E_tot: -1325.05039 a.u.

Cartesian coordinates (Å):
C1 1.45 3.36 2.73
C2 0.56 2.97 1.49
C3 -0.91 2.48 1.92
C4 -1.38 1.28 1.07
C5 -0.81 -0.08 1.10
C6 0.35 -0.63 2.01
F1 0.93 0.38 2.78
C7 1.36 -1.52 1.22
C8 2.65 -0.75 0.70
N1 -1.52 -0.81 0.14
C9 -2.50 -0.08 -0.48
N2 -2.39 1.14 0.11
C10 -3.21 2.36 -0.13
C11 -4.49 2.42 0.84
C12 -4.77 1.02 1.54
C13 -4.28 3.45 2.04
H1 1.78 4.43 2.74
H2 0.95 3.06 3.69
H3 2.40 2.75 2.65
H4 1.04 2.13 0.93
H5 0.50 3.84 0.77
H6 -1.56 3.39 1.80
H7 -0.91 2.27 3.02
H8 -0.17 -1.31 2.74
H9 1.72 -2.31 1.93
H10 0.87 -2.08 0.38
H11 2.80 0.24 1.20
H12 2.69 -0.66 -0.41
H13 3.55 -1.37 1.00
H14 -1.35 -1.79 -0.09
H15 -3.23 -0.37 -1.27
H16 -2.59 3.29 -0.04
H17 -3.61 2.38 -1.18
H18 -5.42 2.66 0.24
H19 -5.60 1.12 2.30
H20 -5.00 0.22 0.80
H21 -3.87 0.73 2.16
H22 -5.27 3.59 2.55
H23 -3.78 4.39 1.73
H24 -3.61 2.91 2.77
C14 3.89 -2.11 -4.41
C15 3.81 -3.60 -4.72
O1 3.83 -4.43 -3.58
C16 2.59 -4.63 -2.82
O2 1.60 -4.99 -3.60
C17 2.23 -3.41 -1.91
F2 3.34 -2.85 -1.35
F3 1.46 -3.80 -0.86
F4 1.56 -2.41 -2.52
H25 4.59 -1.92 -3.59
H26 4.22 -1.56 -5.29
H27 2.92 -1.71 -4.12
H28 4.71 -3.87 -5.28
H29 2.96 -3.83 -5.38
H30 2.93 -5.37 -2.07

Löwdin population analysis, charges in e, atoms 1 to 2: number 1, C, carries -0.104; number 2, C, carries -0.215